Below is C21H42BrCa2Cl6FNO16P2S as an isolated structure in a non-equilibrium geometry, with properties calculated with ωB97M-V/def2-TZVPD.

Results
Charge: +1
Gap between HOMO and LUMO (eV): 2.0
LUMO level (Ha): -0.2030
HOMO level (hartree): -0.2756

Each line ends with the Mulliken charge.
Cartesian coordinates (Å):
1 O 1.667 -2.659 4.999  -0.50
2 P 1.195 -1.346 4.445  0.66
3 O 0.256 -0.678 5.497  -0.18
4 O 2.368 -0.344 4.154  -0.40
5 O 0.283 -1.594 3.201  -0.07
6 P 0.937 -1.855 1.707  0.84
7 O 1.027 -0.617 0.971  -0.54
8 O 2.333 -2.566 1.873  -0.23
9 O -0.116 -2.896 1.116  -0.26
10 Cl 0.522 -4.068 0.070  0.07
11 H 0.511 0.221 5.761  0.32
12 H 3.162 -0.767 3.779  0.39
13 H 2.467 -3.086 2.685  0.15
14 Cl 1.991 -2.251 -1.943  -0.19
15 C 1.411 -1.360 -3.309  0.39
16 C 1.037 -2.002 -4.481  0.34
17 Cl 1.121 -3.723 -4.630  -0.20
18 C 0.583 -1.258 -5.559  -0.54
19 C 0.500 0.120 -5.467  -0.41
20 C 0.870 0.761 -4.291  -0.67
21 C 1.325 0.021 -3.213  -0.41
22 H 0.295 -1.762 -6.471  0.44
23 H 0.148 0.696 -6.313  0.41
24 H 0.804 1.837 -4.213  0.40
25 H 1.615 0.511 -2.295  0.43
26 C 1.770 3.973 -7.608  -1.37
27 C 2.030 4.130 -9.095  -0.34
28 N 3.234 3.403 -9.615  0.09
29 C 4.441 3.918 -8.905  -1.13
30 C 3.482 3.810 -11.118  -0.87
31 C 2.356 3.330 -12.026  -0.79
32 C 3.215 1.918 -9.368  -0.78
33 C 2.028 1.097 -9.824  -0.47
34 O 0.840 1.498 -9.171  -0.09
35 C -0.338 1.164 -9.893  -0.93
36 H 2.551 4.430 -7.001  0.36
37 H 0.839 4.485 -7.366  0.44
38 H 1.659 2.933 -7.308  0.25
39 H 2.200 5.181 -9.328  0.60
40 H 1.172 3.806 -9.667  0.23
41 H 4.464 4.999 -9.001  0.38
42 H 5.322 3.484 -9.369  0.41
43 H 4.404 3.627 -7.859  0.48
44 H 4.439 3.394 -11.412  0.45
45 H 3.596 4.903 -11.121  0.62
46 H 2.514 2.299 -12.340  0.23
47 H 2.360 3.920 -12.933  0.41
48 H 1.366 3.424 -11.576  0.12
49 H 3.321 1.793 -8.290  0.45
50 H 4.115 1.535 -9.849  0.36
51 H 2.242 0.056 -9.545  0.37
52 H 1.905 1.115 -10.903  0.35
53 H -0.187 0.295 -10.537  0.42
54 H -0.656 2.013 -10.505  0.29
55 H -1.124 0.939 -9.175  0.24
56 C 2.951 -5.936 4.523  0.00
57 Cl 1.919 -5.545 3.159  -0.07
58 Cl 3.823 -7.549 4.226  -0.12
59 Cl 4.240 -4.820 4.799  -0.07
60 H 2.327 -6.025 5.401  0.26
61 O -3.098 0.995 6.116  -0.45
62 C -3.805 0.358 6.862  0.29
63 C -3.330 -1.568 6.255  -0.01
64 O -4.011 -2.292 6.947  -0.43
65 H -4.899 0.281 6.721  0.32
66 H -3.565 0.223 7.933  -0.11
67 H -2.240 -1.466 6.418  0.05
68 H -3.532 -1.513 5.169  0.36
69 Ca 3.090 -2.324 6.477  0.87
70 F 6.389 -5.896 4.128  -0.86
71 Ca 4.738 -9.932 5.095  0.71
72 Br 4.256 5.505 -13.139  -0.74
73 C -3.275 -0.319 10.816  -0.08
74 C -2.733 -0.762 12.154  -0.36
75 O -1.306 -0.792 11.958  -0.34
76 S -0.876 0.349 10.939  1.09
77 O -0.415 1.481 11.651  -0.54
78 O -0.077 -0.247 9.922  -0.52
79 O -2.323 0.664 10.352  -0.30
80 H -3.291 -1.145 10.101  0.24
81 H -4.268 0.114 10.890  0.11
82 H -3.094 -1.741 12.452  0.31
83 H -2.957 -0.039 12.939  0.34
84 C -7.254 -0.042 9.955  0.06
85 C -8.179 -1.229 9.807  -0.52
86 O -9.040 -1.315 10.941  -0.54
87 O -6.499 -0.154 11.156  -0.49
88 H -6.557 0.019 9.118  -0.01
89 H -7.837 0.886 9.999  0.27
90 H -7.606 -2.155 9.789  0.28
91 H -8.770 -1.155 8.890  0.33
92 H -9.666 -0.584 10.901  0.33
93 H -7.099 -0.534 11.812  0.34



Below is C21H42CaO21 as an isolated structure in a non-equilibrium geometry, with properties calculated with ωB97M-V/def2-TZVPD.

Results
Charge: +2
Gap between HOMO and LUMO (eV): 12.0
LUMO level (Ha): -0.1443
Energy above the lowest of the compared OMol25 structures with the same formula, charge and spin (kJ/mol): 0.0
HOMO level (hartree): -0.5861

Each line ends with the Mulliken charge.
Cartesian coordinates (Å):
1 Ca -0.176 -0.177 0.386  2.92
2 C -4.207 3.616 -0.546  -0.86
3 O -3.271 2.542 -0.334  -0.25
4 C -2.256 2.315 -1.137  -0.36
5 O -1.425 1.477 -0.875  0.56
6 O -2.126 3.221 -2.108  -0.40
7 C -1.258 2.856 -3.200  -0.53
8 H -3.986 4.376 0.202  0.28
9 H -5.211 3.253 -0.342  0.26
10 H -4.140 4.003 -1.557  0.41
11 H -0.932 3.788 -3.643  0.34
12 H -1.831 2.241 -3.893  0.35
13 H -0.416 2.215 -2.939  -0.03
14 C -1.215 -1.238 4.521  -0.43
15 O -1.382 -2.524 3.936  -0.43
16 C -1.091 -2.682 2.669  0.39
17 O -0.608 -1.840 1.949  -0.38
18 O -1.285 -3.929 2.343  -0.40
19 C -0.836 -4.354 1.059  -0.13
20 H -0.224 -1.165 4.970  0.32
21 H -1.947 -1.154 5.321  0.36
22 H -1.395 -0.444 3.800  0.04
23 H -1.226 -5.336 0.815  0.36
24 H 0.239 -4.297 0.905  0.16
25 H -1.292 -3.663 0.343  -0.18
26 C 0.169 4.003 0.396  -0.45
27 O 1.553 3.750 0.369  -0.45
28 C 1.980 2.595 -0.128  -0.05
29 O 1.292 1.619 -0.343  0.98
30 O 3.285 2.660 -0.173  -0.40
31 C 4.007 1.618 -0.814  -0.23
32 H -0.307 4.152 -0.572  0.21
33 H -0.015 4.901 0.984  0.38
34 H -0.424 3.255 0.932  -0.01
35 H 5.027 1.503 -0.469  0.34
36 H 3.928 1.813 -1.884  0.35
37 H 3.531 0.635 -0.750  -0.27
38 C -0.382 2.314 4.676  -0.64
39 O 0.976 2.024 4.254  -0.38
40 C 1.121 1.292 3.170  0.26
41 O 0.243 0.827 2.477  -0.65
42 O 2.372 1.113 2.835  0.09
43 C 3.439 1.842 3.455  -0.89
44 H -0.419 3.387 4.846  0.30
45 H -0.510 1.756 5.600  0.28
46 H -1.097 2.066 3.897  0.25
47 H 4.345 1.600 2.909  0.22
48 H 3.509 1.613 4.514  0.37
49 H 3.297 2.913 3.301  0.34
50 C -3.686 -3.428 -2.405  -0.91
51 O -2.676 -2.608 -1.788  -0.18
52 C -2.955 -1.861 -0.749  0.28
53 O -2.135 -1.172 -0.198  -0.09
54 O -4.209 -1.965 -0.369  -0.45
55 C -4.662 -1.148 0.702  -0.53
56 H -4.304 -2.755 -3.004  0.33
57 H -4.422 -3.827 -1.708  0.38
58 H -3.195 -4.212 -2.965  0.27
59 H -4.059 -1.269 1.606  0.13
60 H -5.654 -1.490 0.980  0.33
61 H -4.632 -0.084 0.474  0.19
62 C 2.745 -3.468 -1.449  -0.37
63 O 3.423 -2.715 -0.441  -0.46
64 C 2.737 -1.828 0.235  -0.18
65 O 1.544 -1.650 0.159  0.28
66 O 3.463 -1.328 1.221  -0.15
67 C 4.869 -1.589 1.266  -0.84
68 H 1.779 -3.845 -1.113  0.06
69 H 3.311 -4.332 -1.782  0.36
70 H 2.567 -2.819 -2.306  0.05
71 H 5.418 -1.552 0.322  0.35
72 H 5.013 -2.576 1.698  0.31
73 H 5.314 -0.763 1.816  0.24
74 C -1.275 -0.904 -4.302  -0.59
75 O 0.102 -0.548 -4.086  -0.47
76 C 0.620 -0.596 -2.886  0.05
77 O 0.056 -0.844 -1.863  0.68
78 O 1.911 -0.247 -2.913  -0.14
79 C 2.463 0.393 -4.047  -1.05
80 H -1.413 -1.978 -4.435  0.26
81 H -1.528 -0.444 -5.252  0.36
82 H -1.844 -0.614 -3.420  0.11
83 H 3.548 0.316 -4.041  0.29
84 H 2.242 1.463 -4.121  0.35
85 H 2.098 -0.069 -4.963  0.40



Below is C21H42Cl2GaO2 as an isolated structure in a non-equilibrium geometry, with properties calculated with ωB97M-V/def2-TZVPD.

Results
Charge: -1
Gap between HOMO and LUMO (eV): 7.6
LUMO level (Ha): 0.0972
HOMO level (hartree): -0.1812

Each line ends with the Mulliken charge.
Cartesian coordinates (Å):
1 C -4.235 -3.509 5.433  -1.13
2 C -4.321 -2.058 4.930  -0.54
3 C -3.153 -1.651 4.017  -0.56
4 C -3.462 -1.790 2.526  -0.83
5 C -3.797 -0.479 1.798  -0.81
6 C -2.749 0.632 1.967  -0.55
7 C -2.109 1.033 0.633  -0.47
8 C -0.723 1.683 0.809  -1.08
9 Ga 0.803 0.379 0.414  -0.20
10 C 2.611 1.306 0.177  -0.68
11 C 3.738 0.301 -0.049  0.13
12 C 5.145 0.859 0.150  -1.08
13 C 5.571 0.979 1.611  -0.78
14 C 5.262 -0.243 2.471  -0.43
15 C 5.777 -1.577 1.899  -1.15
16 C 0.275 -0.817 -1.178  -0.55
17 Cl -0.505 0.140 -2.532  -0.32
18 C 1.386 -1.731 -1.683  0.55
19 C 2.022 -1.346 -2.997  -1.59
20 Cl 0.711 -3.438 -1.934  -0.28
21 H -3.204 -3.829 5.489  0.33
22 H -4.691 -3.581 6.417  0.34
23 H -4.790 -4.175 4.779  0.27
24 H -4.288 -1.415 5.808  0.35
25 H -5.278 -1.863 4.457  0.32
26 H -2.847 -0.645 4.279  0.38
27 H -2.302 -2.285 4.243  0.34
28 H -2.587 -2.206 2.030  0.32
29 H -4.283 -2.485 2.360  0.41
30 H -3.864 -0.721 0.741  0.45
31 H -4.796 -0.154 2.088  0.38
32 H -1.962 0.353 2.660  0.40
33 H -3.243 1.516 2.369  0.20
34 H -2.017 0.131 0.027  0.14
35 H -2.801 1.687 0.101  0.30
36 H -0.637 2.063 1.825  0.54
37 H -0.683 2.553 0.152  0.48
38 H 0.901 -0.608 1.707  -0.33
39 H 2.523 1.962 -0.689  0.42
40 H 2.822 1.950 1.032  0.44
41 H 3.674 -0.036 -1.085  -0.27
42 H 3.574 -0.594 0.548  0.23
43 H 5.866 0.265 -0.409  0.42
44 H 5.159 1.857 -0.286  0.39
45 H 5.118 1.851 2.077  0.34
46 H 6.649 1.148 1.629  0.38
47 H 5.754 -0.086 3.429  0.43
48 H 4.200 -0.287 2.687  0.26
49 H 6.142 -1.495 0.884  0.29
50 H 4.987 -2.317 1.958  0.24
51 H 6.573 -1.959 2.531  0.39
52 H -0.525 -1.453 -0.838  0.50
53 H 2.152 -1.869 -0.934  -0.02
54 H 2.283 -0.296 -3.000  0.32
55 H 1.366 -1.578 -3.823  0.50
56 H 2.919 -1.947 -3.126  0.39
57 O -3.457 4.947 -6.013  -0.60
58 C -2.823 3.932 -5.937  0.49
59 O -2.170 3.555 -4.818  -0.32
60 C -1.415 2.347 -5.058  0.21
61 C -2.092 1.694 -6.255  -0.52
62 C -2.600 2.906 -7.032  -0.37
63 H -0.380 2.624 -5.267  0.25
64 H -1.437 1.721 -4.172  -0.14
65 H -1.424 1.047 -6.821  0.35
66 H -2.936 1.092 -5.916  0.26
67 H -1.850 3.297 -7.721  0.23
68 H -3.526 2.713 -7.568  0.29